1.
{
  "formula": "C36H48CuN3O2P2",
  "method": "ωB97M-V/def2-TZVPD",
  "multiplicity": 2,
  "s2": 0.7551,
  "charge": 1,
  "homo_ev": [-9.3358, -9.2468],
  "symbols": ["Cu", "C", "C", "C", "P", "C", "C", "C", "C", "C", "C", "C", "C", "C", "N", "C", "C", "C", "C", "C", "C", "P", "C", "C", "C", "C", "C", "C", "H", "H", "H", "H", "H", "H", "H", "H", "H", "H", "H", "H", "H", "H", "H", "H", "H", "H", "H", "H", "H", "H", "H", "H", "H", "H", "H", "H", "H", "H", "H", "H", "H", "H", "H", "H", "O", "C", "C", "C", "C", "N", "C", "C", "C", "C", "C", "C", "O", "C", "C", "N", "H", "H", "H", "H", "H", "H", "H", "H", "H", "H", "H", "H"],
  "xyz": [[-0.210658, 0.077913, -0.475699], [1.620468, -1.540344, -3.921876], [0.096160, -1.531512, -3.863896], [-0.391207, -2.913075, -3.419592], [-0.623133, -0.225168, -2.760715], [-0.637829, 1.353461, -3.709955], [-1.450355, 2.376300, -2.916485], [0.761327, 1.882846, -4.007748], [-2.336838, -0.704559, -2.599189], [-3.148983, -0.913896, -3.712486], [-4.407696, -1.464690, -3.580999], [-4.826598, -1.847685, -2.310191], [-4.044788, -1.636497, -1.193071], [-2.780734, -1.014485, -1.296652], [-1.938412, -0.773302, -0.237827], [-2.378405, -0.829518, 1.090226], [-3.660363, -0.449046, 1.517874], [-4.033512, -0.564637, 2.845333], [-3.144280, -1.058990, 3.791711], [-1.862357, -1.397709, 3.390187], [-1.461735, -1.256778, 2.064574], [0.198406, -1.673068, 1.455420], [0.014921, -3.534481, 1.450252], [-1.094003, -3.984052, 0.502864], [1.310118, -4.278793, 1.135723], [1.344681, -1.382685, 2.892908], [2.791884, -1.373692, 2.381766], [1.099710, -0.059035, 3.619971], [1.947011, -2.214403, -4.715606], [2.019527, -1.942107, -2.987789], [2.068427, -0.565505, -4.103059], [-0.304588, -1.306125, -4.859810], [-0.144987, -3.068315, -2.364393], [0.118763, -3.686929, -3.996364], [-1.463847, -3.041061, -3.539473], [-1.152403, 1.148021, -4.655271], [-0.992512, 2.557894, -1.939566], [-2.477414, 2.046388, -2.756775], [-1.473733, 3.327350, -3.451728], [1.356039, 1.959698, -3.091580], [0.688398, 2.883200, -4.438451], [1.302117, 1.261044, -4.718892], [-2.779621, -0.658162, -4.700651], [-5.038681, -1.621182, -4.444838], [-5.789922, -2.327845, -2.186845], [-4.405625, -1.973572, -0.233803], [-4.368742, -0.062716, 0.797221], [-5.032668, -0.270774, 3.143017], [-3.446092, -1.178377, 4.823897], [-1.164131, -1.787057, 4.122297], [-0.294367, -3.778539, 2.473888], [-0.834937, -3.778400, -0.538104], [-2.045532, -3.499066, 0.716658], [-1.236461, -5.062334, 0.599641], [1.713803, -3.977644, 0.164473], [1.115104, -5.351959, 1.091693], [2.076790, -4.120469, 1.891251], [1.218203, -2.213513, 3.595497], [2.966253, -0.481878, 1.776976], [3.044145, -2.238124, 1.772047], [3.485854, -1.339750, 3.224155], [1.159610, 0.779894, 2.921102], [1.880643, 0.093473, 4.368797], [0.134589, -0.005738, 4.116564], [5.678662, 3.193242, 1.277023], [5.627031, 2.442771, 0.083140], [4.264370, 1.824668, -0.039803], [4.063930, 0.663306, -0.774370], [2.783899, 0.161513, -0.896198], [1.726531, 0.731998, -0.325327], [1.909033, 1.840733, 0.408833], [3.161375, 2.416327, 0.561549], [0.681029, 2.400601, 1.035627], [0.706086, 3.418535, 1.977140], [-0.491159, 3.880844, 2.506230], [-0.503347, 4.998326, 3.521821], [0.727393, 5.160609, 4.191340], [-1.674104, 3.307734, 2.055432], [-1.614958, 2.292794, 1.120593], [-0.463638, 1.834790, 0.634506], [6.537865, 3.616251, 1.350432], [6.385887, 1.654804, 0.062949], [5.787909, 3.084254, -0.791559], [4.889090, 0.145427, -1.246463], [2.588829, -0.743577, -1.454980], [3.296348, 3.314407, 1.144542], [1.635327, 3.848199, 2.320535], [-1.333823, 4.850382, 4.218191], [-0.691534, 5.936873, 2.996532], [0.812412, 4.487243, 4.871916], [-2.635171, 3.632586, 2.433465], [-2.510076, 1.816122, 0.748299]],
  "forces_ev_per_a": [[0.39, -0.84, 0.11], [0.05, -0.04, 0.04], [-0.15, 0.04, -0.07], [0.06, 0.04, 0.07], [0.28, 0.15, 0.01], [-0.11, -0.07, -0.07], [0.00, 0.05, 0.01], [0.06, 0.05, 0.03], [-0.12, -0.04, -0.03], [-0.05, -0.03, -0.01], [0.03, 0.02, -0.09], [-0.04, -0.02, 0.06], [0.06, -0.02, -0.05], [-0.13, -0.04, -0.16], [-0.36, 0.33, 0.26], [-0.07, -0.04, 0.00], [0.03, 0.02, -0.06], [0.02, 0.01, 0.02], [0.00, -0.02, 0.01], [-0.04, 0.01, -0.02], [0.00, 0.02, 0.13], [-0.12, -0.20, 0.07], [0.10, 0.01, -0.04], [-0.02, 0.05, -0.07], [0.02, 0.04, -0.02], [0.10, 0.07, -0.06], [0.00, -0.01, 0.03], [-0.02, 0.06, -0.07], [0.01, 0.03, -0.01], [0.01, 0.00, -0.01], [0.00, 0.01, 0.02], [0.03, -0.04, 0.00], [0.00, -0.03, -0.07], [-0.01, 0.02, -0.01], [-0.02, 0.00, 0.01], [0.01, 0.02, 0.01], [0.00, 0.01, -0.02], [0.02, -0.01, 0.01], [-0.02, -0.02, 0.00], [-0.01, 0.00, -0.02], [0.01, -0.01, 0.00], [-0.01, 0.00, 0.00], [0.01, 0.00, 0.01], [0.01, 0.00, 0.01], [0.01, 0.00, 0.00], [0.00, -0.02, 0.01], [-0.01, 0.01, 0.01], [0.01, 0.00, -0.01], [0.01, 0.01, -0.02], [0.00, 0.01, 0.00], [0.03, 0.05, 0.00], [-0.02, 0.02, 0.06], [-0.01, 0.01, 0.00], [0.00, 0.01, 0.01], [-0.01, 0.00, 0.01], [-0.01, 0.01, -0.01], [0.03, 0.01, 0.03], [-0.02, 0.01, -0.01], [0.02, 0.03, 0.01], [0.00, -0.05, -0.02], [-0.01, -0.02, -0.01], [-0.01, -0.07, 0.05], [-0.01, -0.02, 0.00], [-0.01, 0.00, 0.00], [-0.09, -0.02, 0.03], [0.04, 0.00, -0.02], [-0.07, 0.02, 0.03], [0.00, 0.00, -0.03], [0.02, -0.11, -0.04], [-0.03, 0.37, -0.09], [0.01, 0.03, -0.01], [-0.02, -0.08, 0.05], [0.00, 0.10, -0.02], [0.01, -0.05, -0.11], [0.00, -0.02, 0.00], [0.00, 0.00, 0.03], [-0.01, 0.03, -0.11], [0.01, 0.04, 0.00], [0.00, 0.01, 0.02], [0.05, 0.10, 0.09], [0.05, 0.04, -0.01], [-0.01, -0.01, 0.02], [0.03, -0.02, -0.03], [-0.01, 0.02, 0.00], [0.01, 0.04, 0.01], [0.00, -0.01, 0.01], [0.01, 0.01, 0.01], [0.01, -0.01, 0.01], [-0.01, 0.01, 0.00], [-0.01, -0.04, 0.07], [0.01, 0.00, 0.00], [-0.04, -0.04, 0.01]]
}

=====

2.
{
  "formula": "C13H52N20O13",
  "method": "ωB97M-V/def2-TZVPD",
  "multiplicity": 1,
  "charge": 0,
  "homo_ev": -9.3354,
  "de_lowest_kcal_mol": 176.9,
  "symbols": ["C", "O", "H", "H", "H", "H", "C", "O", "H", "H", "H", "H", "C", "O", "H", "H", "H", "H", "C", "O", "N", "N", "H", "H", "H", "H", "C", "O", "N", "N", "H", "H", "H", "H", "C", "O", "N", "N", "H", "H", "H", "H", "C", "O", "N", "N", "H", "H", "H", "H", "C", "O", "N", "N", "H", "H", "H", "H", "C", "O", "N", "N", "H", "H", "H", "H", "C", "O", "N", "N", "H", "H", "H", "H", "C", "O", "N", "N", "H", "H", "H", "H", "C", "O", "N", "N", "H", "H", "H", "H", "C", "O", "N", "N", "H", "H", "H", "H"],
  "xyz": [[0.327545, 0.829982, 0.000690], [0.895201, 0.293853, -1.203646], [-0.311965, 1.707579, -0.094036], [-0.301877, 0.033046, 0.396693], [1.095161, 0.885500, 0.772539], [1.775032, 0.006658, -0.948666], [1.265191, -3.286617, -5.048779], [0.096652, -3.147323, -5.807150], [2.051692, -3.848740, -5.552300], [1.489361, -2.279803, -4.696400], [1.172644, -3.830306, -4.108598], [-0.214533, -3.971817, -6.187895], [5.248901, 2.995592, 1.929907], [5.003235, 3.967505, 3.033114], [6.003206, 2.247659, 2.174296], [4.395409, 2.412031, 1.584774], [5.764253, 3.496912, 1.110650], [4.512241, 4.706742, 2.666985], [-4.219280, 4.685112, -0.999156], [-4.360495, 3.747318, -0.204087], [-4.504264, 4.750237, -2.255104], [-3.845552, 5.885826, -0.577612], [-4.315838, 5.610789, -2.749112], [-4.640436, 3.893278, -2.771997], [-3.421136, 5.971297, 0.334888], [-3.870253, 6.686961, -1.192170], [-1.720035, -5.588888, -1.747725], [-0.670052, -5.969911, -1.256688], [-2.232469, -6.109978, -2.786216], [-2.371239, -4.620672, -1.158602], [-1.735102, -6.796665, -3.335020], [-3.084038, -5.731217, -3.175392], [-3.281807, -4.385243, -1.526741], [-1.968313, -4.227401, -0.320097], [1.666496, 1.006655, 5.908452], [0.928635, 1.420453, 5.047002], [2.753726, 1.582521, 6.233892], [1.447774, -0.072284, 6.595177], [3.234490, 1.382475, 7.099315], [3.120165, 2.319365, 5.648343], [0.531436, -0.487736, 6.506700], [2.175063, -0.480968, 7.164499], [-3.132512, 0.563322, -3.954099], [-4.159166, 1.079948, -4.482657], [-3.046208, 0.178768, -2.727148], [-2.012573, 0.425754, -4.591515], [-3.881820, 0.104388, -2.164730], [-2.135943, -0.137606, -2.424772], [-1.363668, -0.044786, -3.977016], [-2.051104, 0.221471, -5.579886], [-2.642177, 4.696009, 4.244619], [-3.472376, 5.548921, 4.048487], [-2.327839, 3.779702, 3.355201], [-2.075202, 4.527208, 5.383545], [-2.993644, 3.666361, 2.604240], [-1.668800, 3.041339, 3.556698], [-1.883289, 5.339173, 5.952742], [-1.341171, 3.835404, 5.435534], [-6.139430, -0.703321, 1.421436], [-6.632828, -1.830416, 1.580018], [-6.613096, 0.233958, 0.640438], [-4.948869, -0.344822, 1.800126], [-6.085878, 1.094736, 0.675184], [-7.386868, -0.037426, 0.050751], [-4.471883, -1.105141, 2.263272], [-4.423524, 0.497281, 1.613110], [1.679040, 5.237417, -2.559214], [2.488915, 5.084329, -1.676128], [0.719022, 4.405311, -2.875865], [1.600478, 6.313803, -3.314018], [0.674567, 3.474867, -2.485487], [-0.096463, 4.695894, -3.396106], [0.948290, 6.342207, -4.084696], [2.455676, 6.847482, -3.251335], [5.165304, -0.441323, -3.082348], [4.675074, -1.070474, -2.131276], [4.960740, 0.813867, -3.180976], [6.138338, -0.862443, -3.871631], [4.279845, 1.183366, -2.532932], [5.290183, 1.422428, -3.916639], [6.798252, -0.195265, -4.245139], [6.409499, -1.834123, -3.822599], [-1.518088, -4.638055, 3.622545], [-1.954681, -3.662782, 2.983422], [-0.980217, -5.704396, 3.090646], [-1.668331, -4.901015, 4.857471], [-0.896224, -6.588918, 3.570927], [-0.575995, -5.657825, 2.166237], [-1.116654, -5.661461, 5.228218], [-2.364691, -4.360773, 5.350766], [4.637490, -5.804068, 0.156372], [4.284837, -6.905893, 0.446085], [3.765370, -4.918445, -0.243477], [5.819935, -5.318131, 0.363418], [2.823119, -5.183325, -0.492653], [4.053399, -4.034429, -0.638044], [6.480669, -6.033638, 0.630969], [6.028350, -4.364195, 0.105181]],
  "forces_ev_per_a": [[-0.16, -1.80, 0.70], [-0.08, 0.88, -0.06], [0.57, 0.21, -0.43], [-0.49, 0.04, 0.13], [0.01, 0.84, -0.05], [0.10, -0.16, -0.36], [0.18, -0.28, 0.96], [-0.71, 0.16, -0.31], [0.33, 0.66, -0.42], [0.67, -0.02, -0.54], [-0.73, -0.33, 0.17], [0.24, -0.15, 0.18], [0.69, 0.92, 0.48], [0.37, -1.89, -1.16], [-0.10, 0.16, 1.04], [-0.39, 0.55, 0.15], [-0.56, 0.31, -0.29], [-0.06, -0.06, -0.21], [-0.25, -0.69, 3.83], [0.41, -0.27, -1.00], [-1.06, -1.29, -4.49], [1.30, 2.46, 1.71], [-0.08, -0.63, -0.17], [-0.19, 0.21, -0.10], [-0.35, 0.12, -0.13], [0.23, -0.18, 0.46], [3.43, 0.19, 3.57], [1.58, -0.70, 0.21], [-2.75, -2.10, -5.09], [-2.15, 2.28, 0.59], [-0.05, 0.21, 0.41], [0.24, -0.25, -0.10], [0.16, 0.48, 0.72], [-0.45, -0.03, -0.15], [-2.18, 0.06, -1.66], [-1.53, 0.68, -1.55], [5.44, 3.25, 1.21], [-1.48, -3.58, 2.09], [-0.04, 0.09, -0.38], [-0.16, -0.07, 0.21], [0.41, -0.20, 0.13], [-0.55, -0.11, -0.14], [-5.28, 2.90, -2.91], [1.34, -1.11, 1.00], [-0.28, -1.09, 4.00], [3.50, -0.51, -1.72], [0.43, 0.18, 0.10], [-0.68, -0.20, 0.76], [0.81, -0.23, -1.36], [0.27, 0.14, 0.26], [-2.20, 0.83, -1.60], [-1.08, 1.61, -0.67], [0.41, -2.08, -2.68], [3.34, -0.40, 4.97], [0.31, -0.09, -0.07], [-0.26, 0.09, -0.16], [-0.42, -0.08, -0.07], [-0.01, 0.06, 0.18], [-1.30, -2.77, -1.30], [0.28, 1.06, 0.30], [-2.30, 1.60, -1.47], [4.37, -1.02, 3.14], [-0.95, 0.19, -0.94], [0.09, 0.87, 0.08], [0.38, 0.40, 0.22], [-0.50, -0.25, -0.12], [0.17, -0.05, 1.02], [1.18, -0.45, 0.63], [-2.81, -3.47, -0.37], [0.87, 2.81, -1.05], [0.06, 0.34, 0.21], [0.35, -0.14, 0.08], [0.72, 0.32, 0.02], [-0.52, 0.53, -0.51], [0.66, -2.68, 3.34], [-0.35, -0.73, -1.01], [-1.95, 5.55, -0.28], [1.72, -1.95, -1.89], [0.17, 0.18, -0.22], [-0.16, -0.34, 0.11], [-0.20, -0.38, -0.01], [0.03, 0.33, 0.04], [-1.64, 2.01, -4.19], [0.78, -0.56, 0.84], [2.64, -2.70, -3.73], [-1.34, 0.72, 5.99], [-0.02, 0.41, -0.24], [-0.21, -0.09, 0.05], [-0.66, 0.54, 0.62], [0.44, -0.31, 0.48], [-2.00, -0.40, 0.50], [-0.15, -3.34, 0.55], [-2.88, 3.32, -1.99], [3.84, 0.67, 0.46], [0.29, -0.32, 0.20], [-0.05, -0.09, 0.08], [0.40, 0.72, -0.05], [0.49, -0.50, 0.21]]
}

=====

Q: Which formula does entry 1 have?
A: C36H48CuN3O2P2